[1]
48
Properties=species:S:1:pos:R:3:forces:R:3:lowdin_charge:R:1 method="wB97M-V/def2-TZVPD" e_homo_ev=-9.14 homo_lumo_gap_ev=9.7177 smiles="CCOCCON(C)C(=O)O.c1ccccc1.c1ccccc1" de_lowest_kcal_mol=98.7
C -4.8926 -0.2078 4.0026 0.479 0.340 -0.104 -0.0657
C -3.8802 0.4115 3.0530 -0.347 -0.552 0.142 -0.2852
O -2.9880 1.1971 3.8184 0.003 0.145 -0.031 -0.1337
C -2.2753 2.1410 3.0630 0.196 -0.016 0.099 -0.2010
C -1.3643 1.5679 2.0044 0.319 0.261 -0.292 -0.1616
O -2.0974 1.2210 0.8254 -0.076 -0.099 -0.266 -0.1097
N -1.3314 1.4380 -0.3422 -0.262 -0.713 0.358 -0.0780
C -2.1785 1.9406 -1.4297 0.493 -0.083 -0.276 0.0046
C -0.4889 0.3941 -0.7024 0.488 0.043 -0.958 -0.5239
O 0.1625 0.4309 -1.7333 -0.778 -0.089 1.056 0.0856
O -0.4307 -0.6417 0.1781 -0.045 1.009 0.317 0.1078
H -4.3811 -0.9492 4.6093 -0.123 -0.143 0.154 0.0746
H -5.7059 -0.6700 3.4539 -0.104 -0.127 -0.039 0.0733
H -5.2782 0.5685 4.6567 -0.194 0.024 0.080 0.0758
H -3.3420 -0.3954 2.5495 0.152 0.059 -0.187 0.1183
H -4.3672 1.0038 2.2773 -0.056 0.237 -0.012 0.1179
H -2.9371 2.8836 2.6082 -0.206 -0.033 -0.118 0.1319
H -1.6402 2.6762 3.7667 0.037 -0.005 0.142 0.1289
H -0.8138 0.7048 2.3770 -0.085 -0.192 0.078 0.1248
H -0.6302 2.3273 1.7328 0.019 0.122 -0.054 0.1304
H -3.0388 2.4395 -1.0105 -0.030 0.136 0.183 0.0929
H -2.4940 1.1270 -2.0800 -0.183 -0.093 0.028 0.0965
H -1.5884 2.6157 -2.0396 -0.032 0.212 -0.001 0.0863
H 0.5048 -0.8425 0.2827 0.206 -0.496 -0.243 0.1222
C 0.6899 -4.8939 1.1207 0.021 -0.007 0.000 -0.0939
C 0.5093 -3.9260 0.1420 0.004 0.001 0.029 -0.0986
C 1.1813 -4.0265 -1.0683 0.003 0.030 -0.015 -0.0910
C 2.0309 -5.0990 -1.3020 0.007 0.000 0.001 -0.0955
C 2.2095 -6.0681 -0.3248 0.001 0.000 -0.003 -0.0974
C 1.5409 -5.9649 0.8873 0.001 0.001 0.005 -0.0978
H 0.1668 -4.8135 2.0648 -0.010 -0.002 0.004 0.1005
H -0.1607 -3.0957 0.3195 -0.060 -0.028 -0.006 0.0820
H 1.0412 -3.2686 -1.8290 -0.013 0.001 -0.007 0.1025
H 2.5528 -5.1799 -2.2465 0.005 0.000 -0.007 0.1003
H 2.8704 -6.9053 -0.5080 0.009 -0.006 0.000 0.0997
H 1.6834 -6.7194 1.6500 -0.003 -0.009 0.002 0.0996
C 2.9025 4.3197 -2.7293 -0.013 -0.004 0.008 -0.1002
C 4.1083 4.1548 -3.3966 0.007 0.011 -0.003 -0.1037
C 4.6378 2.8834 -3.5674 -0.005 -0.016 -0.006 -0.1017
C 3.9589 1.7771 -3.0744 0.002 0.055 0.001 -0.0914
C 2.7509 1.9400 -2.4090 0.157 -0.020 0.029 -0.0912
C 2.2261 3.2127 -2.2349 -0.015 0.025 -0.002 -0.0921
H 2.4899 5.3116 -2.5952 0.000 0.008 0.000 0.0975
H 4.6350 5.0173 -3.7843 0.007 0.008 0.002 0.0976
H 5.5798 2.7550 -4.0852 0.002 0.000 -0.010 0.0979
H 4.3705 0.7853 -3.2113 0.005 -0.008 0.003 0.0992
H 2.2170 1.0834 -2.0256 0.027 0.029 -0.076 0.0713
H 1.2847 3.3388 -1.7139 -0.008 -0.018 -0.008 0.0933

***

[2]
68
Properties=species:S:1:pos:R:3:forces:R:3:lowdin_spin:R:1 method="wB97M-V/def2-TZVPD" e_homo_ev="-10.88 / -10.87" homo_lumo_gap_ev="8.0302 / 5.3319" s2=6.01 spin_multiplicity=5 de_lowest_kcal_mol=0.0 total_charge=+1
Co -0.6508 -0.5349 1.1420 -0.445 -0.182 0.304 2.7402
Cl 3.4853 2.1271 6.6368 0.015 0.023 0.041 0.0013
C 2.7785 1.4130 5.2312 -0.078 0.035 -0.003 0.0038
C 3.5440 0.5602 4.4373 -0.062 -0.007 -0.042 -0.0011
C 2.9906 -0.0089 3.3156 -0.071 0.032 -0.016 0.0053
Cl 3.9663 -1.0539 2.3366 0.028 -0.043 -0.038 0.0106
C 1.6518 0.2245 2.9117 0.005 -0.001 -0.026 0.0038
O 1.1990 -0.3241 1.8194 0.180 -0.044 0.070 0.0843
C 0.8987 1.0905 3.7495 0.095 -0.028 0.009 0.0045
C -0.4940 1.4206 3.5173 -0.018 0.107 0.009 0.0031
O -1.2461 0.9483 2.6741 0.148 -0.016 -0.071 0.0315
C 1.4769 1.6768 4.8889 0.086 -0.044 -0.041 0.0004
H 4.5705 0.3481 4.7007 0.020 -0.006 0.001 0.0000
H -0.9009 2.1796 4.2039 -0.015 -0.017 0.016 0.0017
H 0.8814 2.3398 5.5025 -0.014 0.018 0.026 0.0001
N -1.4292 -1.7911 2.8208 -0.062 0.170 -0.040 0.0347
C -1.8011 -3.2101 2.6439 0.074 -0.115 0.020 0.0035
C -2.4118 -3.4738 1.2694 0.044 0.016 -0.001 0.0004
C -1.3422 -3.2710 0.2140 -0.037 -0.099 0.091 0.0086
O -0.7773 -4.2526 -0.2963 0.044 -0.010 -0.060 0.0109
O -1.0234 -2.0662 -0.0581 -0.006 0.192 -0.218 0.0465
H -0.7707 -1.7062 3.5894 -0.013 0.038 -0.009 0.0007
H -2.2407 -1.2447 3.0977 -0.024 -0.060 0.025 0.0009
H -2.4874 -3.5397 3.4265 0.001 0.037 -0.015 0.0013
H -0.8905 -3.8047 2.7469 -0.031 -0.003 0.017 0.0000
H -3.2406 -2.7853 1.0906 -0.008 -0.004 -0.002 -0.0002
H -2.7846 -4.4953 1.2305 0.027 0.001 -0.019 -0.0001
C 0.9826 4.3192 -0.9147 0.009 -0.038 -0.022 0.0000
C 1.6664 3.0978 -0.3349 0.048 0.101 0.017 0.0001
N 0.6492 2.1754 0.1310 0.059 -0.037 0.110 0.0011
C -0.5024 1.9262 -0.5484 -0.176 -0.129 0.019 0.0087
N -1.1885 0.8527 -0.2309 0.099 0.188 0.066 0.0424
C -2.4748 0.6084 -0.8796 0.040 -0.064 -0.121 0.0047
C -3.1217 1.8972 -1.3451 -0.004 -0.026 0.004 0.0016
C -2.1295 2.6369 -2.2152 -0.016 0.010 -0.065 0.0002
N -0.8853 2.8286 -1.4832 -0.057 0.009 0.005 0.0043
C 0.0149 3.8582 -1.9875 0.025 0.065 -0.017 0.0007
H 1.7142 5.0020 -1.3450 0.003 -0.006 -0.005 0.0000
H 0.4435 4.8488 -0.1275 -0.008 -0.010 0.005 0.0000
H 2.2982 3.3609 0.5134 -0.011 0.009 -0.015 0.0001
H 2.3087 2.6364 -1.0962 0.005 -0.008 0.001 -0.0002
H 0.9440 1.4223 0.7350 0.043 -0.049 -0.035 0.0010
H -3.1219 0.0895 -0.1695 -0.013 0.017 -0.001 0.0009
H -2.3335 -0.0734 -1.7257 -0.016 -0.001 0.006 0.0001
H -3.3810 2.5177 -0.4843 -0.011 -0.006 0.010 0.0000
H -4.0357 1.6943 -1.9024 0.004 -0.010 -0.013 0.0002
H -2.5057 3.6250 -2.4856 0.004 -0.017 0.002 0.0001
H -1.9450 2.0876 -3.1464 -0.005 -0.003 0.007 0.0001
H -0.6024 4.6886 -2.3324 0.018 -0.001 0.016 0.0001
H 0.5652 3.4815 -2.8588 0.001 0.003 0.005 0.0001
N 1.8968 -2.9177 0.2695 -0.024 -0.001 -0.034 0.0136
C 1.7006 -2.2813 -0.8783 -0.089 0.251 0.259 0.0567
S 2.2303 -0.6352 -0.9821 0.082 -0.098 -0.063 0.7067
N 1.0374 -2.8837 -1.8477 -0.122 -0.169 0.076 0.0179
C 0.7034 -2.2854 -3.0734 -0.149 0.003 -0.053 0.0242
C 1.5351 -1.3635 -3.6952 0.033 0.015 -0.105 0.0541
C 1.1261 -0.7667 -4.8833 -0.071 0.046 -0.038 0.0123
C -0.0848 -1.1101 -5.4587 0.076 0.037 0.004 0.0077
C -0.8923 -2.0656 -4.8489 -0.007 -0.032 0.037 0.0184
C -0.5039 -2.6576 -3.6620 0.017 0.124 0.020 0.0000
H 2.2328 -2.3940 1.0672 0.022 0.038 -0.004 0.0033
H 1.3931 -3.7821 0.4254 0.001 -0.027 -0.032 0.0018
H 0.3583 -3.5913 -1.4806 0.251 -0.049 -0.034 0.0010
H 2.5315 -1.1583 -3.3216 0.060 -0.125 -0.025 0.0183
H 1.7805 -0.0576 -5.3714 -0.003 0.016 -0.008 0.0002
H -0.3893 -0.6568 -6.3918 -0.005 -0.001 -0.011 0.0004
H -1.8323 -2.3510 -5.3016 -0.002 0.003 -0.011 0.0010
H -1.1346 -3.3901 -3.1745 0.008 -0.015 0.016 -0.0005

***

[3]
40
Properties=species:S:1:pos:R:3:forces:R:3:lowdin_charge:R:1 method="wB97M-V/def2-TZVPD" e_homo_ev=-5.09 homo_lumo_gap_ev=7.6911 de_lowest_kcal_mol=0.0 total_charge=-1
Cu 0.4614 -1.7273 -0.7167 0.192 -0.252 0.023 0.4142
O 5.7210 1.5567 0.6855 0.071 -0.010 0.027 -0.3233
S 4.3307 1.7194 0.3508 -0.136 -0.107 -0.030 0.6087
O 3.8984 3.0434 -0.0204 0.001 0.031 -0.010 -0.3269
N 3.8475 0.6227 -0.7443 -0.016 0.037 0.091 -0.0367
C 2.9490 -0.2093 -0.2443 0.035 0.050 -0.233 -0.5167
O 2.4004 -1.1153 -0.9249 -0.094 -0.039 0.151 -0.0802
C 2.5983 0.0465 1.1976 0.037 0.028 0.056 -0.1277
C 1.6923 -0.6086 2.0108 -0.044 -0.024 0.026 -0.0035
C 1.5334 -0.1569 3.3163 -0.015 -0.004 0.012 -0.0648
C 2.2681 0.9230 3.7963 0.030 -0.012 -0.061 -0.0807
C 3.1774 1.5835 2.9750 -0.006 0.025 0.059 -0.0438
C 3.3146 1.1228 1.6839 0.029 -0.010 -0.053 -0.2185
H 1.1052 -1.4439 1.6467 0.000 0.006 -0.033 0.1052
H 0.8186 -0.6485 3.9642 0.011 0.005 -0.012 0.1045
H 2.1268 1.2540 4.8174 -0.003 0.009 0.002 0.0976
H 3.7521 2.4289 3.3321 -0.018 -0.019 -0.011 0.1162
Cl -3.7825 -4.6431 -2.2211 -0.008 -0.001 0.016 0.5616
C -3.1229 -3.9473 -0.7193 0.087 0.012 -0.030 -1.4856
Cl -4.4154 -3.0561 0.1224 0.002 -0.037 0.006 0.5722
Cl -2.5732 -5.2679 0.3222 -0.030 0.033 -0.017 0.5726
C -1.9765 -2.9218 -1.1045 -0.009 -0.055 0.140 -0.8160
O -2.3434 -1.9908 -1.8084 0.021 -0.043 -0.008 -0.0151
O -0.8478 -3.2054 -0.6248 -0.069 0.166 -0.131 -0.1041
C -3.8691 0.9815 -0.0661 0.009 -0.010 -0.012 -0.0136
N -2.5845 1.0480 -0.7436 -0.017 -0.003 0.031 -0.0402
C -2.3779 1.8099 -1.8377 -0.124 -0.049 0.092 -0.0570
C -1.2001 1.8098 -2.4874 0.196 0.015 -0.170 -0.0046
C -0.1985 0.8994 -2.0148 -0.119 -0.065 0.080 -0.3502
N -0.3946 0.1551 -0.9412 -0.157 0.273 0.051 0.1419
C -1.5601 0.2377 -0.2247 0.064 0.086 0.023 -0.5083
O -1.7436 -0.3386 0.8307 0.012 -0.062 -0.043 0.0627
N 0.9525 0.7561 -2.6842 0.035 0.001 -0.024 0.1967
H -4.5751 1.6265 -0.5859 0.012 0.001 -0.016 0.0850
H -3.7656 1.3001 0.9692 0.007 0.015 0.011 0.0932
H -4.2283 -0.0465 -0.0729 0.009 -0.001 -0.021 0.0705
H -3.2142 2.4187 -2.1554 0.002 0.003 -0.003 0.1260
H -1.0385 2.4214 -3.3625 -0.011 -0.012 0.032 0.1020
H 1.1812 1.3992 -3.4181 0.042 -0.002 0.004 0.1095
H 1.6829 0.1629 -2.2976 -0.028 0.023 -0.015 0.0770